one.
{
  "formula": "C2H5N3O3",
  "method": "ωB97M-V/def2-TZVPD",
  "symbols": ["C", "C", "H", "H", "H", "H", "H", "N", "N", "N", "O", "O", "O"],
  "positions_angstrom": [[0.3808, -0.1260, -1.1337], [0.5910, 1.0481, 1.4534], [-1.5574, -2.3241, -0.5130], [0.6057, -2.1038, -1.3775], [-0.2073, 1.8911, -0.8722], [-1.2552, 0.3368, 1.3677], [1.2840, 1.4891, 0.7915], [0.2244, -1.4464, -0.7085], [-0.7901, 0.7709, -0.6602], [-0.5755, 0.7816, 0.8314], [-1.0002, -1.5548, 0.1116], [1.4496, 0.1703, -1.9448], [0.8502, 1.0671, 2.6544]],
  "homo_lumo_gap_ev": 9.932,
  "e_homo_ev": -10.068,
  "lumo_ev": -0.14,
  "multiplicity": 1
}

two.
{
  "formula": "C2H5N3O3",
  "method": "ωB97M-V/def2-TZVPD",
  "symbols": ["N", "C", "C", "N", "O", "O", "N", "O", "H", "H", "H", "H", "H"],
  "positions_angstrom": [[-0.7866, -0.0331, 0.6872], [1.0004, -1.3523, 0.7353], [0.1507, 0.1137, -0.4939], [-0.2069, -0.4901, -1.6623], [-2.0879, -0.4812, 0.3768], [1.2372, 1.6591, 0.7535], [1.0392, 1.0519, -0.5164], [1.6772, -1.1186, 1.6277], [-2.1554, -1.3640, 0.7664], [2.0260, 2.1951, 0.6123], [-0.8248, 0.7845, 1.2934], [-1.0766, -0.9950, -1.6835], [0.0075, 0.0299, -2.4965]],
  "homo_lumo_gap_ev": 9.373,
  "e_homo_ev": -8.703,
  "lumo_ev": 0.67,
  "multiplicity": 1
}

Sorted by energy, starting with the most stable: two, one.

one.
{
  "formula": "C2H9BNO2",
  "method": "ωB97M-V/def2-TZVPD",
  "symbols": ["B", "C", "C", "N", "O", "O", "H", "H", "H", "H", "H", "H", "H", "H", "H"],
  "positions_angstrom": [[0.5383, 0.6296, -1.2410], [0.4187, -1.9111, -0.5793], [0.3484, -0.5377, 0.0175], [-0.0495, -0.4102, 1.2456], [-0.5703, 0.5507, -1.9927], [-0.0984, 2.5038, 0.9690], [0.7331, -2.7154, 0.1741], [-0.5933, -2.1876, -0.9103], [1.0290, -1.8079, -1.5324], [1.4117, 1.5041, -1.8149], [-0.3209, -1.3778, 1.6022], [-0.3752, 0.5292, 1.5975], [0.7525, 2.9465, 1.0090], [-1.2602, -0.2127, -1.9223], [-0.7928, 3.1403, 1.0582]],
  "homo_lumo_gap_ev": 11.007,
  "charge": 1,
  "e_homo_ev": -15.543,
  "lumo_ev": -4.54,
  "multiplicity": 1
}

two.
{
  "formula": "C2H9BNO2",
  "method": "ωB97M-V/def2-TZVPD",
  "symbols": ["B", "C", "C", "N", "O", "O", "H", "H", "H", "H", "H", "H", "H", "H", "H"],
  "positions_angstrom": [[2.2514, 1.8025, 1.9704], [-1.8675, -1.1742, -1.6026], [0.1347, 0.0572, -0.2860], [-0.5524, -1.1731, -0.8768], [2.0158, 1.9053, 3.2177], [2.5108, 1.5793, 0.7529], [-1.7430, -0.5943, -2.6233], [-2.1895, -2.2338, -1.8995], [-2.7581, -0.5987, -1.1371], [-0.0542, 0.8575, -0.9993], [-0.5189, 0.3527, 0.4855], [-0.7715, -1.8473, -0.0493], [0.1539, -1.6568, -1.4225], [1.9837, 2.0464, 4.1915], [1.4048, 0.6774, 0.2783]],
  "homo_lumo_gap_ev": 10.956,
  "charge": 1,
  "e_homo_ev": -14.083,
  "lumo_ev": -3.13,
  "multiplicity": 1
}

Sorted by energy, starting with the most stable: one, two.

one.
{
  "formula": "C49H58Br6N3O5Ti",
  "method": "ωB97M-V/def2-TZVPD",
  "symbols": ["Ti", "C", "N", "C", "C", "C", "N", "C", "C", "C", "C", "C", "C", "C", "O", "C", "C", "C", "C", "C", "C", "C", "C", "C", "C", "C", "C", "C", "C", "C", "O", "C", "C", "C", "C", "C", "C", "C", "C", "H", "H", "H", "H", "H", "H", "H", "H", "H", "H", "H", "H", "H", "H", "H", "H", "H", "H", "H", "H", "H", "H", "H", "H", "H", "H", "H", "H", "H", "H", "H", "H", "H", "H", "H", "H", "H", "H", "H", "H", "H", "H", "H", "H", "H", "H", "H", "H", "H", "H", "H", "H", "H", "H", "Br", "C", "C", "Br", "C", "Br", "C", "O", "C", "O", "C", "Br", "Br", "C", "C", "C", "Br", "C", "C", "C", "C", "N", "C", "C", "O", "H", "H", "H", "H"],
  "positions_angstrom": [[-0.2942, 1.2436, -1.0149], [3.8529, 2.0580, -3.1113], [3.5655, 1.5374, -1.8002], [3.6346, 2.5621, -0.7871], [4.3193, 0.3585, -1.4530], [3.6361, -0.4647, -0.3667], [2.2832, -0.8471, -0.6878], [1.6104, -1.4636, 0.4338], [1.4313, -0.5661, 1.6381], [1.4436, -1.1843, 2.8740], [1.2445, -0.4864, 4.0605], [1.1521, 0.8894, 3.9554], [1.1644, 1.5824, 2.7409], [1.1871, 0.8280, 1.5473], [1.0064, 1.4021, 0.3604], [1.1537, 3.1200, 2.8527], [-0.1131, 3.5781, 3.5887], [2.3887, 3.5462, 3.6699], [1.2258, 3.8876, 1.5321], [1.1118, -1.2402, 5.3813], [2.3562, -2.1036, 5.6282], [-0.1276, -2.1442, 5.3084], [0.9437, -0.2963, 6.5724], [2.2127, -1.6193, -1.9115], [0.8655, -2.2140, -2.2101], [0.7235, -3.5959, -2.1912], [-0.4783, -4.2032, -2.5075], [-1.5112, -3.3641, -2.9183], [-1.4234, -1.9781, -2.9720], [-0.2178, -1.3786, -2.5213], [-0.0533, -0.0592, -2.4182], [-2.6033, -1.1696, -3.5275], [-3.3762, -0.4814, -2.3946], [-2.0977, -0.1503, -4.5593], [-3.6113, -2.0634, -4.2668], [-0.7076, -5.7113, -2.4339], [-1.0713, -6.2555, -3.8225], [0.5330, -6.4561, -1.9400], [-1.8572, -6.0053, -1.4601], [4.8895, 2.4403, -3.2106], [3.1680, 2.8797, -3.3275], [3.6997, 1.2818, -3.8641], [4.6543, 2.9934, -0.7076], [3.3550, 2.1517, 0.1817], [2.9249, 3.3522, -1.0210], [5.3400, 0.6072, -1.0958], [4.4532, -0.2449, -2.3535], [3.6098, 0.1082, 0.5624], [4.2668, -1.3592, -0.1669], [2.1540, -2.3706, 0.7735], [0.6276, -1.7935, 0.1013], [1.5829, -2.2615, 2.8920], [1.0539, 1.4743, 4.8594], [-0.1840, 3.1557, 4.5934], [-1.0056, 3.2856, 3.0379], [-0.1156, 4.6690, 3.6785], [2.3965, 3.1129, 4.6713], [2.4049, 4.6354, 3.7707], [3.3052, 3.2365, 3.1612], [0.3608, 3.7155, 0.9020], [2.1023, 3.6181, 0.9477], [1.2786, 4.9577, 1.7604], [2.5046, -2.8262, 4.8249], [2.2573, -2.6574, 6.5672], [3.2504, -1.4789, 5.6862], [-0.0551, -2.8496, 4.4793], [-1.0251, -1.5439, 5.1447], [-0.2481, -2.7104, 6.2381], [1.8044, 0.3676, 6.6829], [0.8467, -0.8811, 7.4913], [0.0473, 0.3179, 6.4689], [2.9528, -2.4476, -1.8947], [2.4846, -0.9570, -2.7380], [1.5876, -4.1828, -1.9026], [-2.4432, -3.8250, -3.2144], [-2.7607, 0.2118, -1.8353], [-3.7666, -1.2320, -1.7013], [-4.2143, 0.0870, -2.8089], [-1.4051, 0.5591, -4.1191], [-2.9423, 0.4105, -4.9676], [-1.6004, -0.6750, -5.3818], [-4.1377, -2.7448, -3.5944], [-3.1327, -2.6499, -5.0558], [-4.3632, -1.4203, -4.7298], [-0.2598, -6.0699, -4.5295], [-1.9692, -5.7738, -4.2122], [-1.2545, -7.3340, -3.7782], [1.3798, -6.3154, -2.6150], [0.3205, -7.5273, -1.8836], [0.8295, -6.1164, -0.9458], [-2.7831, -5.5280, -1.7830], [-1.6228, -5.6220, -0.4653], [-2.0343, -7.0834, -1.3884], [-0.1680, 7.7150, -3.8556], [-0.6768, 5.9435, -3.4129], [-1.8683, 5.4132, -3.8752], [-3.0265, 6.4472, -4.9633], [-2.2283, 4.0973, -3.5426], [-3.8711, 3.3259, -4.0718], [-1.3912, 3.3051, -2.7652], [-1.6328, 2.0989, -2.3734], [-0.1550, 3.8487, -2.2938], [0.5341, 3.0396, -1.5344], [0.1712, 5.1575, -2.6096], [1.7929, 5.8331, -1.9050], [-1.6987, -2.8926, 1.5405], [-2.2514, -1.1058, 1.8525], [-3.0955, -0.8100, 2.9155], [-3.5441, 0.4860, 3.0928], [-4.7269, 0.8265, 4.5551], [-3.1797, 1.5479, 2.2405], [-3.6385, 2.8876, 2.2792], [-3.1600, 3.7733, 1.3083], [-2.2366, 3.3786, 0.3679], [-1.7511, 2.1089, 0.3171], [-2.2619, 1.2151, 1.2170], [-1.8265, -0.1024, 0.9866], [-1.0742, -0.2653, -0.0769], [-3.4112, -1.5941, 3.5893], [-4.3455, 3.2032, 3.0324], [-3.4993, 4.8016, 1.2936], [-1.8514, 4.0778, -0.3613]],
  "homo_lumo_gap_ev": [4.222, 6.449],
  "charge": -2,
  "e_homo_ev": [-0.424, -2.652],
  "lumo_ev": [3.80, 3.80],
  "multiplicity": 2
}

two.
{
  "formula": "C49H58Br6N3O5Ti",
  "method": "ωB97M-V/def2-TZVPD",
  "symbols": ["Ti", "C", "N", "C", "C", "C", "N", "C", "C", "C", "C", "C", "C", "C", "O", "C", "C", "C", "C", "C", "C", "C", "C", "C", "C", "C", "C", "C", "C", "C", "O", "C", "C", "C", "C", "C", "C", "C", "C", "H", "H", "H", "H", "H", "H", "H", "H", "H", "H", "H", "H", "H", "H", "H", "H", "H", "H", "H", "H", "H", "H", "H", "H", "H", "H", "H", "H", "H", "H", "H", "H", "H", "H", "H", "H", "H", "H", "H", "H", "H", "H", "H", "H", "H", "H", "H", "H", "H", "H", "H", "H", "H", "H", "Br", "C", "C", "Br", "C", "Br", "C", "O", "C", "O", "C", "Br", "Br", "C", "C", "C", "Br", "C", "C", "C", "C", "N", "C", "C", "O", "H", "H", "H", "H"],
  "positions_angstrom": [[1.6315, -0.0869, -0.3114], [3.8249, -2.3701, 1.2207], [3.2141, -2.4313, -0.1041], [4.2403, -2.4044, -1.1366], [2.4299, -3.6463, -0.2567], [1.0745, -3.5422, 0.4019], [0.2537, -2.4432, -0.1239], [-0.1700, -2.7629, -1.4951], [-0.6453, -1.6401, -2.3711], [-1.9417, -1.5914, -2.8544], [-2.3000, -0.6771, -3.8369], [-1.2740, 0.0855, -4.3936], [0.0466, 0.0572, -3.9534], [0.3243, -0.7339, -2.8203], [1.4872, -0.7034, -2.1727], [1.1719, 0.7332, -4.7398], [2.1151, -0.3762, -5.2362], [0.6500, 1.4911, -5.9631], [1.9808, 1.7105, -3.8858], [-3.7328, -0.4984, -4.3351], [-3.8135, -0.7792, -5.8413], [-4.1823, 0.9450, -4.0674], [-4.7065, -1.4367, -3.6223], [-0.9483, -2.3061, 0.7330], [-1.2494, -1.0206, 1.4601], [-1.9290, -1.1192, 2.6681], [-2.4184, 0.0031, 3.3141], [-2.2595, 1.2271, 2.6678], [-1.5834, 1.3847, 1.4631], [-1.0018, 0.2316, 0.9008], [-0.2049, 0.2919, -0.1753], [-1.4388, 2.7794, 0.8497], [-0.1230, 3.3926, 1.3385], [-1.4600, 2.7556, -0.6867], [-2.5890, 3.6974, 1.2959], [-3.0906, -0.0457, 4.6863], [-4.5061, 0.5403, 4.5964], [-2.2612, 0.7766, 5.6822], [-3.1941, -1.4738, 5.2210], [4.5297, -3.2091, 1.3620], [3.0560, -2.4168, 1.9915], [4.3602, -1.4279, 1.3197], [4.8458, -3.3285, -1.1145], [4.8900, -1.5501, -0.9866], [3.7665, -2.3103, -2.1154], [2.9618, -4.5113, 0.1811], [2.3471, -3.8581, -1.3231], [1.2050, -3.3346, 1.4638], [0.5423, -4.5058, 0.2956], [-0.9512, -3.5420, -1.4660], [0.6833, -3.1968, -2.0116], [-2.6626, -2.2917, -2.4474], [-1.5209, 0.7384, -5.2199], [1.5815, -1.0769, -5.8839], [2.5294, -0.9259, -4.3905], [2.9429, 0.0607, -5.8028], [0.1048, 0.8407, -6.6510], [1.5010, 1.9125, -6.5033], [-0.0034, 2.3180, -5.6758], [2.5226, 1.1723, -3.1141], [1.3397, 2.4460, -3.3976], [2.7048, 2.2405, -4.5129], [-3.1829, -0.0931, -6.4080], [-4.8415, -0.6659, -6.1990], [-3.4810, -1.7960, -6.0603], [-3.5296, 1.6605, -4.5687], [-4.1485, 1.1634, -2.9988], [-5.2047, 1.1041, -4.4245], [-4.4626, -2.4851, -3.8069], [-5.7221, -1.2584, -3.9849], [-4.6989, -1.2707, -2.5439], [-0.9278, -3.0973, 1.4879], [-1.8241, -2.5082, 0.1021], [-2.0308, -2.1032, 3.1095], [-2.6655, 2.1082, 3.1453], [0.7318, 2.8223, 0.9794], [-0.0906, 3.4123, 2.4314], [-0.0186, 4.4163, 0.9671], [-0.5743, 2.2824, -1.0995], [-1.5038, 3.7848, -1.0557], [-2.3402, 2.2217, -1.0576], [-2.5456, 3.9360, 2.3597], [-3.5651, 3.2547, 1.0815], [-2.5133, 4.6422, 0.7531], [-4.4876, 1.5832, 4.2767], [-4.9990, 0.4957, 5.5726], [-5.1097, -0.0191, 3.8779], [-2.1642, 1.8133, 5.3556], [-1.2565, 0.3638, 5.7800], [-2.7349, 0.7716, 6.6692], [-3.7992, -2.1038, 4.5638], [-3.6685, -1.4605, 6.2065], [-2.2083, -1.9288, 5.3264], [4.9253, 5.8486, -2.0008], [4.5861, 4.0500, -1.5152], [5.6257, 3.1497, -1.3570], [7.4217, 3.7032, -1.5986], [5.3582, 1.8147, -1.0183], [6.7272, 0.5373, -0.7574], [4.0512, 1.3787, -0.8404], [3.6639, 0.1822, -0.5371], [2.9942, 2.3122, -0.9831], [1.8001, 1.8032, -0.7761], [3.2600, 3.6235, -1.3233], [1.7841, 4.7836, -1.5257], [3.2310, 2.4391, 2.2770], [2.3087, 1.1877, 3.3586], [2.1918, 1.4734, 4.7040], [1.6037, 0.5340, 5.5370], [1.4230, 0.9967, 7.3860], [1.1903, -0.7301, 5.0924], [0.6314, -1.7389, 5.9127], [0.2985, -2.9727, 5.3360], [0.5268, -3.1671, 3.9950], [1.0377, -2.2323, 3.1719], [1.3463, -1.0205, 3.6885], [1.8334, -0.0121, 2.8098], [1.8489, -0.2134, 1.4859], [2.5605, 2.4101, 5.0952], [0.4756, -1.5490, 6.9649], [-0.1276, -3.7702, 5.9339], [0.2926, -4.1254, 3.5326]],
  "homo_lumo_gap_ev": [3.598, 6.176],
  "charge": -2,
  "e_homo_ev": [0.159, -2.419],
  "lumo_ev": [3.76, 3.76],
  "multiplicity": 2
}

Sorted by energy, starting with the most stable: one, two.